(1)
The following is a quantum chemistry calculation of a molecular structure, C3H7ClCu2NO6S at a distorted geometry, from OMol25.

Largest force on an atom: 0.057 Eh/bohr
Electronic energy: -129623.2916 eV
Highest occupied orbital energy: -13.19 eV
Charge: +1
Spin multiplicity: 1

Last column: Mulliken charge in e.
Positions of all 21 atoms, in Å:
Cu 3.8378 1.8973 -2.9322  0.70
Cu 2.3505 -0.6471 -4.2025  0.73
Cl 1.5197 0.9571 -2.1092  -0.45
C -0.2223 -2.0230 -1.1269  -0.42
N -0.8496 -3.3679 -1.3365  0.82
O -0.1477 -4.3366 -1.1104  -0.52
O -2.0583 -3.4041 -1.4077  -0.51
H -0.0580 -1.9722 -0.0545  0.28
H -1.0077 -1.3606 -1.4818  0.32
H 0.6781 -1.8466 -1.6865  0.07
C -1.2337 1.7208 0.8963  -0.04
C 0.1181 2.3938 1.1832  0.00
O 0.5197 1.8800 2.4571  -0.34
S -0.1033 0.4063 2.6260  1.10
O -0.2700 0.1580 3.9994  -0.53
O 0.6357 -0.5004 1.8138  -0.54
O -1.5011 0.8063 1.9600  -0.32
H -1.1552 1.2057 -0.0623  0.05
H -2.0811 2.4001 0.8658  0.32
H 0.1656 3.4758 1.2894  0.30
H 0.8628 2.1573 0.4196  -0.02



(2)
The following is a quantum chemistry calculation of a single C2H9N3OS molecule at a distorted geometry, from OMol25.

Largest force on an atom: 0.048 Eh/bohr
Electronic energy: -19570.8183 eV
Highest occupied orbital energy: -9.46 eV
SMILES: CN=[S@@](N)(=O)NC
Relative energy (zero: lowest compared OMol25 entry of this formula, charge and spin): 0.0 kcal/mol
Spin multiplicity: 1

Last column: Mulliken charge in e.
Positions of all 16 atoms, in Å:
C -2.6020 0.4044 -0.4871  -0.75
N -1.5249 -0.0176 0.4187  -0.42
S -0.2594 -0.4785 -0.1325  0.94
N 0.3735 -1.6587 0.8817  -0.60
O -0.1285 -1.0287 -1.4598  -0.63
N 0.8721 0.7294 0.1573  -0.35
C 2.1386 0.4820 -0.5302  -0.82
H -2.3898 0.0191 -1.5098  0.31
H -2.6382 1.4713 -0.5263  0.27
H -3.5379 0.0444 -0.1225  0.24
H 0.9750 -1.2859 1.5998  0.31
H 0.9337 -2.2692 0.2875  0.31
H 0.3894 1.5684 -0.1033  0.27
H 2.9864 0.7516 0.0716  0.29
H 2.1007 -0.5392 -0.8715  0.31
H 2.2789 1.0360 -1.4162  0.31



(3)
The following is a quantum chemistry calculation of a molecular structure, C46H41CaIN3PS2, from OMol25.

Largest force on an atom: 0.012 Eh/bohr
Electronic energy: -110327.2445 eV
Highest occupied orbital energy: -12.62 eV
Charge: +2
Spin multiplicity: 1

Last column: Mulliken charge in e.
Positions of all 95 atoms, in Å:
Ca 0.5631 0.3291 1.8631  1.39
I 2.4844 -1.9946 3.2177  0.19
C 4.5142 -2.0613 2.6281  -0.01
C 5.2375 -2.5988 3.6525  -0.69
C 6.6102 -2.8625 3.5032  -0.93
C 7.1970 -2.5954 2.3095  -0.82
C 6.4649 -2.0222 1.2403  1.14
C 7.1618 -1.7718 0.0335  -0.83
C 6.5415 -1.1847 -1.0199  -1.32
C 5.1947 -0.8076 -0.8880  -0.42
C 4.4523 -1.0424 0.2456  0.94
P 2.6998 -0.4685 0.1268  0.46
C 2.8284 0.9386 -1.0331  0.44
C 2.2434 1.0031 -2.2945  -0.32
C 2.3746 2.1538 -3.0658  -0.56
C 3.0764 3.2484 -2.5813  -0.66
C 3.6454 3.1987 -1.3143  -0.75
C 3.5144 2.0537 -0.5445  -0.68
C 1.8772 -1.8462 -0.7648  1.33
C 2.3440 -2.3424 -1.9822  -0.13
C 1.6929 -3.3892 -2.6157  -0.86
C 0.5721 -3.9729 -2.0345  -0.69
C 0.1119 -3.5138 -0.8108  -0.91
C 0.7685 -2.4629 -0.1873  -0.11
C 5.0750 -1.6956 1.3666  0.01
H 4.7525 -2.8453 4.5877  0.43
H 7.1684 -3.2878 4.3275  0.40
H 8.2462 -2.8139 2.1495  0.40
H 8.2070 -2.0566 -0.0234  0.41
H 7.0712 -0.9873 -1.9438  0.45
H 4.7447 -0.2869 -1.7211  0.44
H 1.6797 0.1654 -2.6821  0.46
H 1.9295 2.1892 -4.0540  0.57
H 3.1831 4.1401 -3.1875  0.42
H 4.1966 4.0495 -0.9321  0.47
H 3.9789 2.0157 0.4351  0.38
H 3.2320 -1.9243 -2.4402  0.41
H 2.0689 -3.7594 -3.5620  0.46
H 0.0736 -4.7990 -2.5258  0.46
H -0.7409 -3.9823 -0.3351  0.47
H 0.4155 -2.1627 0.7930  0.32
S -2.1527 1.6436 1.9343  -0.63
C -2.8314 1.7438 0.4016  0.21
N -4.1042 1.9672 0.1689  0.16
C -4.5921 2.1137 -1.2144  -0.70
C -3.5807 2.8973 -1.9898  -0.81
N -2.2918 2.1964 -1.9195  0.27
C -1.4813 2.2378 -3.1501  -1.02
C -2.0679 1.3666 -4.2371  0.83
C -2.4819 0.0636 -3.9648  -0.04
C -3.0004 -0.7283 -4.9795  -0.85
C -3.1034 -0.2273 -6.2720  -0.46
C -2.6910 1.0688 -6.5459  -0.65
C -2.1796 1.8657 -5.5289  -0.38
C -1.9357 1.5656 -0.8249  0.03
S -0.6069 0.5460 -0.7556  -0.01
C -5.1570 1.9505 1.2114  -1.42
C -6.1148 0.8110 0.9595  0.64
C -5.6532 -0.5027 1.0210  -0.07
C -6.5170 -1.5573 0.7720  -0.70
C -7.8509 -1.3059 0.4633  -0.44
C -8.3147 -0.0002 0.4041  -0.63
C -7.4453 1.0577 0.6479  -0.40
H -5.5400 2.6439 -1.1838  0.56
H -4.7669 1.1334 -1.6584  0.33
H -3.4752 3.9099 -1.5960  0.35
H -3.8717 2.9570 -3.0353  0.45
H -0.4672 1.9436 -2.8984  -0.17
H -1.4658 3.2790 -3.4749  0.45
H -2.3845 -0.3422 -2.9620  0.43
H -3.3204 -1.7402 -4.7640  0.43
H -3.5082 -0.8454 -7.0637  0.42
H -2.7745 1.4648 -7.5496  0.43
H -1.8684 2.8836 -5.7451  0.40
H -5.6773 2.9067 1.1697  0.44
H -4.6728 1.8678 2.1748  0.49
H -4.6145 -0.6987 1.2732  0.42
H -6.1572 -2.5776 0.8281  0.40
H -8.5280 -2.1297 0.2755  0.40
H -9.3534 0.1987 0.1700  0.39
H -7.8125 2.0792 0.6074  0.38
N -0.4648 0.3626 4.1416  -0.50
C 0.5691 0.2441 5.1552  0.55
C 1.5583 1.2159 5.2126  -0.39
C 2.6090 1.0754 6.1086  -0.62
C 2.6664 -0.0299 6.9468  -0.62
C 1.6618 -0.9872 6.8948  -0.45
C 0.6100 -0.8536 5.9978  -0.64
H -1.2029 -0.3124 4.3070  0.16
H -0.9150 1.2712 4.2161  0.35
H 1.4979 2.0964 4.5796  0.48
H 3.3765 1.8381 6.1608  0.42
H 3.4814 -0.1331 7.6522  0.45
H 1.6904 -1.8421 7.5587  0.41
H -0.1779 -1.6000 5.9629  0.33



highest occupied orbital energy of number 3 (C46H41CaIN3PS2)?
-12.62 eV



What is the spin multiplicity in the first record?
1



Among the records above, which one has the highest largest force on an atom?
C3H7ClCu2NO6S